a.
{"formula": "C3H10NO3", "method": "the ωB97M-V functional and the def2-TZVPD basis", "symbols": ["C", "C", "C", "O", "O", "N", "H", "H", "H", "H", "H", "H", "H", "H", "H", "H", "O"], "xyz": [[-0.71, 0.19, -1.43], [-1.27, 0.63, -0.07], [-0.87, -0.16, 1.15], [-1.61, 0.17, 2.19], [-0.20, -1.15, 1.01], [0.79, -0.01, -1.28], [-1.20, -0.68, -1.83], [-0.92, 1.10, -1.98], [-2.38, 0.53, -0.13], [-1.38, 1.72, -0.04], [-1.26, -0.17, 3.01], [1.27, 0.89, -1.31], [1.10, -0.69, -1.97], [1.01, -0.45, -0.36], [2.59, -0.06, 1.54], [2.63, -1.41, 0.80], [2.44, -0.46, 0.69]], "gap_ev": 11.82, "total_charge": 1}

***

b.
{"formula": "C3H10NO3", "method": "the ωB97M-V functional and the def2-TZVPD basis", "symbols": ["C", "C", "C", "N", "O", "O", "O", "H", "H", "H", "H", "H", "H", "H", "H", "H", "H"], "xyz": [[2.08, 1.06, -0.39], [0.92, 0.67, 0.51], [0.46, -0.80, 0.09], [1.38, -1.75, 0.16], [-0.70, -1.10, -0.28], [-3.82, -0.11, -0.14], [-2.50, 0.59, 0.12], [1.82, 1.45, -1.36], [2.76, 0.18, -0.31], [2.76, 1.95, -0.03], [0.20, 1.32, 0.10], [1.23, 0.58, 1.55], [2.37, -1.72, 0.52], [1.18, -2.53, -0.43], [-4.36, 0.46, -0.86], [-1.64, -0.21, 0.00], [-4.13, -0.06, 0.74]], "gap_ev": 10.17, "total_charge": 1}

***

What is the least stable structure shown above? It is b.